[1]
Here is a structure of composition C31H17F4IN7O3Ta from the Open Molecules 2025 dataset. Energies are from wB97M-V/def2-TZVPD.

## Properties
- M: 919.4 Da
- Relative energy (zero: lowest compared OMol25 entry of this formula, charge and spin): 0.0 kJ/mol
- 2S+1: 1
- Total charge: +4
- LUMO: -0.4771 Ha

Each line ends with the Löwdin charge.
Atoms and positions in Å:
Ta 0.09 -0.32 2.39  1.824
C 1.44 -3.33 2.74  0.066
O 0.42 -2.28 3.06  -0.300
C -0.73 -2.73 3.79  -0.221
C -0.67 -3.70 4.77  0.022
C -1.87 -4.05 5.38  -0.003
C -3.06 -3.44 5.01  -0.010
C -3.09 -2.46 4.03  0.023
C -1.90 -2.11 3.41  -0.211
N -1.76 -1.12 2.39  -0.144
N -2.83 -1.01 1.57  0.172
C -2.83 -0.29 0.50  -0.104
C -1.68 0.47 0.03  -0.211
O -0.56 0.36 0.77  -0.285
C -1.71 1.26 -1.08  0.059
C -2.92 1.32 -1.81  0.125
C -4.07 0.61 -1.45  -0.144
C -5.24 0.71 -2.25  0.059
C -6.36 0.00 -1.91  0.009
C -6.34 -0.82 -0.78  0.041
C -5.20 -0.94 0.02  0.031
C -4.06 -0.22 -0.30  -0.068
H 0.89 -4.21 2.44  0.129
H 2.03 -3.50 3.64  0.118
H 2.04 -2.94 1.94  0.076
H 0.26 -4.18 5.05  0.137
H -1.86 -4.82 6.14  0.137
H -3.98 -3.73 5.50  0.135
H -4.02 -1.98 3.74  0.127
H -0.84 1.81 -1.39  0.125
H -2.95 1.95 -2.69  0.155
H -5.23 1.35 -3.12  0.144
H -7.26 0.07 -2.51  0.139
H -7.22 -1.39 -0.52  0.140
H -5.22 -1.59 0.89  0.125
F 4.72 -1.72 0.36  0.137
C 5.28 -0.91 -0.54  -0.124
C 6.48 -1.23 -1.11  -0.104
F 7.06 -2.35 -0.77  0.206
C 7.09 -0.36 -2.08  0.020
C 6.37 0.84 -2.40  -0.096
C 5.17 1.14 -1.81  -0.127
F 4.54 2.26 -2.13  0.170
C 4.60 0.27 -0.86  0.019
C 3.34 0.58 -0.23  -0.097
C 2.70 -0.16 0.72  -0.083
N 1.96 -0.57 1.54  0.012
C 2.51 1.72 -0.45  -0.176
N 1.67 2.51 -0.43  0.172
F 6.86 1.68 -3.26  0.217
C 8.31 -0.66 -2.67  -0.017
C 9.05 -1.84 -2.38  -0.088
N 9.66 -2.79 -2.13  0.328
C 8.95 0.18 -3.62  -0.087
N 9.52 0.85 -4.37  0.335
N -0.25 0.97 6.40  0.306
C 0.03 1.19 5.15  -0.474
O -0.03 0.22 4.31  -0.215
C 0.43 2.58 4.71  -0.452
I 0.74 2.67 2.62  1.256
H -0.51 0.04 6.72  0.175
H -0.20 1.71 7.09  0.180
H 1.36 2.86 5.20  0.097
H -0.34 3.30 4.98  0.096

---

[2]
Here is the molecule C15H22O5 from the Open Molecules 2025 dataset. Energies are from wB97M-V/def2-TZVPD.

## Properties
- M: 282.3 Da
- SMILES string: CC(C)COC[C@H]1C[C@@]2(C[C@H](C)C(=O)CC2=O)C(=O)O1
- Relative energy (zero: lowest compared OMol25 entry of this formula, charge and spin): 85.5 kJ/mol
- 2S+1: 1
- LUMO: 0.0140 Ha

Each line ends with the Löwdin charge.
Atoms and positions in Å:
C 2.60 -1.64 -4.02  -0.065
H 2.26 -1.92 -5.01  0.084
H 3.45 -2.26 -3.75  0.079
H 2.91 -0.60 -4.05  0.076
C 1.47 -1.82 -3.01  -0.419
C 0.94 -3.25 -3.02  -0.073
H 0.54 -3.49 -4.00  0.082
H 1.74 -3.95 -2.80  0.079
H 0.15 -3.38 -2.29  0.075
C 0.32 -0.85 -3.31  -0.190
O 0.69 0.52 -3.32  -0.126
C 1.01 1.10 -2.08  -0.150
C -0.21 1.29 -1.15  -0.222
H -1.09 1.48 -1.77  0.171
C -0.46 0.16 -0.14  -0.045
H 0.43 -0.45 -0.01  0.127
C -0.81 0.88 1.16  -0.261
C -2.33 0.97 1.37  -0.309
O -3.11 0.54 0.57  0.140
C -2.72 1.63 2.66  0.003
C -2.05 0.94 3.83  -0.354
O -2.68 0.46 4.74  0.130
C -0.54 0.92 3.72  -0.288
C 0.09 0.20 4.91  -0.050
H 1.18 0.22 4.83  0.081
H -0.24 -0.83 4.95  0.086
H -0.21 0.68 5.83  0.085
C -0.15 0.25 2.40  -0.061
H 0.93 0.30 2.29  0.142
H -0.44 -0.81 2.43  0.147
H -0.20 1.96 3.69  0.148
H -3.80 1.62 2.77  0.139
H -2.35 2.66 2.63  0.140
C -0.32 2.31 0.90  -0.413
O -0.25 3.19 1.72  0.143
O 0.02 2.46 -0.37  0.101
H -1.29 -0.48 -0.46  0.124
H 1.80 0.55 -1.56  0.128
H 1.39 2.10 -2.33  0.140
H -0.04 -1.02 -4.33  0.138
H -0.51 -1.02 -2.62  0.117
H 1.86 -1.61 -2.00  0.122

---

[3]
Here is the molecule C20H20ClN5O2S from the Open Molecules 2025 dataset. Energies are from wB97M-V/def2-TZVPD.

## Properties
- M: 429.9 Da
- SMILES string: Cc1nc2sc([C@H](c3ccco3)N3CCN(c4cccc(Cl)c4)CC3)c(O)n2n1
- Relative energy (zero: lowest compared OMol25 entry of this formula, charge and spin): 17.7 kJ/mol
- 2S+1: 1
- LUMO: 0.0235 Ha

Each line ends with the Löwdin charge.
Atoms and positions in Å:
C 1.29 4.67 -1.90  -0.025
C 0.56 3.45 -1.49  -0.433
N 0.33 2.43 -2.31  0.151
N -0.31 1.56 -1.53  -0.068
C -0.46 2.08 -0.28  -0.582
N 0.08 3.28 -0.23  0.138
S -1.28 0.98 0.74  1.157
C -1.37 -0.20 -0.58  -0.329
C -0.80 0.29 -1.71  -0.341
O -0.71 -0.31 -2.91  0.114
H -0.26 0.31 -3.51  0.121
C -1.85 -1.62 -0.40  -0.231
N -0.84 -2.50 0.21  -0.079
C 0.33 -2.59 -0.66  -0.148
C 1.58 -3.12 0.06  -0.142
N 1.78 -2.38 1.29  -0.081
C 2.10 -1.02 1.19  -0.219
C 2.67 -0.49 0.02  -0.059
C 2.96 0.86 -0.06  -0.663
C 2.73 1.73 0.99  -0.134
C 2.20 1.20 2.15  -0.082
C 1.90 -0.14 2.26  -0.039
H 1.49 -0.50 3.19  0.103
H 2.01 1.85 2.99  0.111
H 2.93 2.78 0.89  0.102
Cl 3.62 1.47 -1.55  0.684
H 2.89 -1.10 -0.83  0.098
C 0.69 -2.75 2.17  -0.140
H 0.85 -2.38 3.18  0.113
C -0.63 -2.20 1.62  -0.153
H -1.46 -2.64 2.18  0.131
H -0.64 -1.11 1.81  0.060
H 0.66 -3.84 2.22  0.124
H 2.44 -3.04 -0.60  0.116
H 1.45 -4.17 0.32  0.123
H 0.06 -3.25 -1.49  0.132
H 0.59 -1.61 -1.08  0.095
C -3.13 -1.68 0.37  -0.255
C -4.21 -2.49 0.23  -0.004
C -5.13 -2.11 1.24  -0.053
C -4.54 -1.08 1.91  -0.107
O -3.33 -0.82 1.39  -0.028
H -4.86 -0.48 2.74  0.122
H -6.10 -2.53 1.43  0.101
H -4.34 -3.27 -0.49  0.113
H -2.03 -2.02 -1.40  0.164
H 0.99 5.50 -1.27  0.078
H 2.36 4.50 -1.77  0.067
H 1.10 4.88 -2.94  0.078

---

The lowest LUMO belongs to which entry?
C31H17F4IN7O3Ta

---

Number 2 is which compound?
C15H22O5